# 1
{"formula": "C19H35N3O3S", "method": "wB97M-V/def2-TZVPD", "elements": ["C", "H", "H", "H", "C", "C", "N", "S", "O", "O", "N", "C", "H", "C", "C", "C", "C", "H", "H", "H", "H", "H", "H", "C", "O", "N", "H", "C", "C", "C", "C", "C", "C", "H", "H", "H", "H", "H", "H", "H", "H", "H", "H", "H", "H", "H", "C", "H", "C", "C", "H", "H", "H", "C", "H", "H", "H", "H", "H", "H", "H"], "positions_angstrom": [[0.58, -2.44, -4.84], [-0.24, -1.79, -5.16], [0.25, -3.48, -4.94], [1.42, -2.28, -5.51], [0.97, -2.15, -3.40], [1.40, -0.69, -3.25], [1.87, -0.37, -1.91], [0.66, -0.05, -0.82], [1.27, 0.08, 0.46], [-0.45, -0.97, -0.94], [0.15, 1.39, -1.45], [-1.25, 1.73, -1.46], [-1.42, 2.33, -2.37], [-1.71, 2.57, -0.26], [-0.77, 3.77, -0.10], [0.67, 3.28, 0.03], [1.06, 2.49, -1.22], [1.03, 3.14, -2.10], [2.05, 2.06, -1.13], [0.77, 2.63, 0.90], [1.35, 4.13, 0.15], [-0.86, 4.43, -0.96], [-1.06, 4.32, 0.80], [-1.82, 1.87, 1.12], [-1.98, 2.56, 2.11], [-1.83, 0.53, 1.13], [-1.55, 0.02, 0.31], [-1.83, -0.26, 2.36], [-0.61, 0.06, 3.23], [-0.61, -0.83, 4.47], [-1.89, -0.63, 5.27], [-3.11, -0.93, 4.40], [-3.11, -0.04, 3.16], [-3.98, -0.27, 2.53], [-3.17, 1.01, 3.45], [-4.03, -0.76, 4.97], [-3.09, -1.98, 4.10], [-1.89, -1.27, 6.15], [-1.94, 0.41, 5.61], [0.26, -0.59, 5.09], [-0.53, -1.88, 4.17], [0.30, -0.09, 2.64], [-0.66, 1.11, 3.53], [-1.78, -1.30, 2.04], [-2.72, 2.93, -0.47], [-1.81, 0.80, -1.56], [2.92, -1.25, -1.44], [3.14, -0.95, -0.41], [2.51, -2.72, -1.49], [3.64, -3.62, -1.01], [4.52, -3.50, -1.63], [3.91, -3.37, 0.02], [3.34, -4.66, -1.04], [2.10, -3.06, -2.93], [1.79, -4.10, -2.99], [2.97, -2.93, -3.59], [1.64, -2.85, -0.84], [3.81, -1.08, -2.06], [0.57, -0.01, -3.45], [2.21, -0.46, -3.94], [0.10, -2.31, -2.75]], "nbo_charge": [-0.60, 0.21, 0.21, 0.20, -0.24, -0.22, -0.68, 2.47, -0.95, -0.97, -0.70, -0.23, 0.21, -0.32, -0.40, -0.42, -0.22, 0.19, 0.23, 0.22, 0.22, 0.19, 0.25, 0.69, -0.66, -0.63, 0.42, -0.04, -0.43, -0.39, -0.40, -0.39, -0.41, 0.20, 0.23, 0.21, 0.19, 0.20, 0.20, 0.21, 0.19, 0.23, 0.22, 0.20, 0.24, 0.23, -0.23, 0.24, -0.24, -0.60, 0.20, 0.21, 0.21, -0.40, 0.21, 0.19, 0.21, 0.20, 0.22, 0.20, 0.23], "charge": 0, "smiles": "C[C@@H]1C[C@H](C)CN(S(=O)(=O)N2CCC[C@H](C(=O)NC3CCCCC3)C2)C1", "orbital_gap_ha": 0.3576}

# 2
{"formula": "C24H32AsN2O2ReS", "method": "wB97M-V/def2-TZVPD", "elements": ["Re", "C", "C", "O", "N", "C", "C", "C", "C", "C", "C", "N", "H", "H", "H", "H", "H", "H", "H", "H", "H", "H", "C", "C", "O", "S", "C", "C", "C", "C", "C", "C", "C", "C", "H", "H", "H", "H", "H", "H", "H", "C", "C", "As", "C", "C", "C", "C", "H", "H", "H", "H", "H", "H", "H", "H", "H", "H", "H", "H", "H", "H", "H"], "positions_angstrom": [[-0.05, -1.68, -0.99], [-1.63, -5.18, 1.23], [-0.61, -4.44, 0.45], [-0.92, -3.35, -0.12], [0.60, -4.95, 0.31], [1.59, -4.35, -0.56], [2.32, -3.18, 0.06], [3.46, -3.36, 0.81], [4.17, -2.26, 1.27], [3.73, -0.99, 0.93], [2.56, -0.86, 0.22], [1.84, -1.93, -0.19], [-1.98, -6.04, 0.64], [-2.48, -4.54, 1.45], [-1.21, -5.57, 2.16], [0.80, -5.84, 0.74], [1.11, -4.04, -1.49], [2.32, -5.11, -0.83], [3.80, -4.37, 1.02], [5.07, -2.40, 1.85], [4.28, -0.11, 1.22], [2.15, 0.11, -0.03], [-3.27, 7.18, 5.17], [-3.38, 6.01, 4.27], [-4.01, 5.81, 3.30], [-2.24, 4.58, 5.02], [-1.91, 3.47, 3.81], [-2.47, 3.47, 2.48], [-2.10, 2.52, 1.60], [-1.14, 1.50, 1.97], [-0.60, 1.49, 3.30], [-0.98, 2.43, 4.19], [-0.79, 0.58, 1.09], [-0.49, -0.27, 0.17], [-3.78, 8.03, 4.72], [-2.23, 7.42, 5.37], [-3.75, 6.94, 6.13], [-3.19, 4.22, 2.20], [-2.54, 2.50, 0.61], [0.11, 0.72, 3.59], [-0.58, 2.43, 5.20], [-1.03, 2.10, -2.85], [0.41, 1.64, -3.04], [0.60, -0.28, -2.98], [2.31, -0.65, -3.82], [3.47, 0.18, -3.27], [-0.77, -1.05, -4.11], [-1.96, -1.38, -3.19], [-1.08, 3.18, -2.88], [-1.44, 1.77, -1.89], [-1.68, 1.73, -3.65], [1.05, 2.05, -2.26], [0.81, 1.94, -4.01], [2.15, -0.45, -4.88], [2.51, -1.72, -3.73], [3.25, 1.25, -3.31], [4.35, 0.01, -3.88], [3.72, -0.09, -2.25], [-0.37, -1.94, -4.60], [-1.07, -0.36, -4.90], [-1.69, -2.13, -2.40], [-2.78, -1.86, -3.72], [-2.35, -0.49, -2.70]], "lowdin_spin": [0.93, 0.00, 0.00, 0.01, 0.00, 0.00, 0.01, 0.00, 0.02, 0.00, 0.01, 0.00, 0.00, 0.00, 0.00, 0.00, 0.00, 0.00, 0.00, 0.00, 0.00, 0.00, 0.00, 0.00, 0.00, -0.06, -0.02, -0.01, 0.01, -0.01, 0.01, -0.01, 0.15, -0.08, 0.00, 0.00, 0.00, 0.00, 0.00, 0.00, 0.00, 0.00, 0.01, 0.01, 0.00, 0.00, 0.01, 0.01, 0.00, 0.00, 0.00, 0.00, 0.00, 0.00, 0.00, 0.00, 0.00, 0.00, 0.00, 0.00, 0.01, 0.00, 0.00], "s2": 0.843, "multiplicity": 2, "charge": 3, "orbital_gap_ha": [0.2085, 0.2155]}

# 3
{"formula": "C61H50N2P3PtSSi", "method": "wB97M-V/def2-TZVPD", "elements": ["Pt", "C", "C", "C", "C", "C", "C", "P", "C", "C", "C", "C", "C", "C", "C", "C", "C", "C", "C", "C", "Si", "C", "C", "C", "C", "C", "C", "P", "C", "C", "C", "C", "C", "C", "C", "C", "C", "C", "C", "C", "C", "C", "C", "C", "C", "C", "P", "C", "C", "C", "C", "C", "C", "C", "C", "C", "C", "C", "C", "H", "H", "H", "H", "H", "H", "H", "H", "H", "H", "H", "H", "H", "H", "H", "H", "H", "H", "H", "H", "H", "H", "H", "H", "H", "H", "H", "H", "H", "H", "H", "H", "H", "H", "H", "H", "H", "H", "H", "H", "H", "H", "N", "C", "S", "N", "C", "C", "C", "C", "C", "C", "H", "H", "H", "H", "H", "H", "H", "H"], "positions_angstrom": [[-0.75, 0.27, -0.53], [2.98, 3.12, 0.58], [2.72, 2.90, -0.89], [1.72, 2.08, -1.17], [0.95, 1.53, 0.02], [0.66, 2.68, 0.97], [1.69, 3.48, 1.25], [-1.79, 1.91, -1.50], [-1.63, 3.67, -1.17], [-2.37, 4.25, -0.13], [-2.16, 5.57, 0.20], [-1.22, 6.33, -0.50], [-0.49, 5.75, -1.53], [-0.68, 4.42, -1.86], [-3.49, 1.61, -1.97], [-4.41, 2.60, -2.30], [-5.70, 2.25, -2.66], [-6.08, 0.91, -2.67], [-5.16, -0.08, -2.34], [-3.85, 0.24, -2.01], [-2.54, -1.00, -1.42], [-3.34, -1.99, -0.05], [-4.30, -3.00, -0.22], [-4.94, -3.55, 0.88], [-4.66, -3.09, 2.16], [-3.71, -2.11, 2.35], [-3.03, -1.58, 1.25], [-1.77, -0.28, 1.46], [-2.80, 1.09, 2.09], [-2.47, 1.92, 3.15], [-3.32, 2.95, 3.54], [-4.53, 3.14, 2.89], [-4.88, 2.30, 1.84], [-4.03, 1.29, 1.44], [-0.68, -0.84, 2.78], [-0.63, -2.19, 3.13], [0.25, -2.63, 4.10], [1.10, -1.73, 4.73], [1.07, -0.40, 4.38], [0.20, 0.05, 3.40], [-1.82, -2.10, -2.74], [-2.57, -2.72, -3.74], [-1.98, -3.62, -4.61], [-0.63, -3.92, -4.49], [0.13, -3.30, -3.52], [-0.45, -2.38, -2.65], [0.58, -1.57, -1.36], [1.01, -3.01, -0.33], [2.29, -3.48, -0.10], [2.49, -4.62, 0.67], [1.41, -5.31, 1.20], [0.12, -4.85, 0.96], [-0.08, -3.70, 0.21], [2.01, -1.00, -2.33], [1.73, -0.54, -3.62], [2.73, 0.01, -4.41], [4.03, 0.09, -3.93], [4.31, -0.36, -2.65], [3.31, -0.88, -1.84], [3.77, 3.85, 0.76], [3.35, 3.36, -1.65], [1.48, 1.78, -2.18], [-0.31, 2.79, 1.42], [1.63, 4.31, 1.94], [-3.09, 3.66, 0.42], [-2.72, 6.02, 1.00], [-1.07, 7.36, -0.24], [0.23, 6.34, -2.08], [-0.09, 3.96, -2.64], [-4.12, 3.64, -2.28], [-6.42, 3.01, -2.91], [-7.09, 0.64, -2.94], [-5.48, -1.12, -2.34], [-4.54, -3.36, -1.21], [-5.67, -4.33, 0.74], [-5.17, -3.51, 3.01], [-3.48, -1.75, 3.35], [-1.55, 1.78, 3.71], [-3.05, 3.58, 4.37], [-5.20, 3.93, 3.20], [-5.83, 2.43, 1.33], [-4.33, 0.64, 0.63], [-1.29, -2.91, 2.65], [0.28, -3.68, 4.36], [1.79, -2.08, 5.49], [1.76, 0.30, 4.84], [0.24, 1.08, 3.09], [-3.63, -2.50, -3.84], [-2.58, -4.09, -5.39], [-0.17, -4.63, -5.17], [1.19, -3.52, -3.44], [3.15, -2.99, -0.53], [3.50, -4.98, 0.84], [1.57, -6.20, 1.79], [-0.73, -5.38, 1.36], [-1.09, -3.36, 0.02], [0.72, -0.60, -4.01], [2.49, 0.35, -5.41], [4.81, 0.50, -4.55], [5.32, -0.30, -2.26], [3.56, -1.15, -0.83], [3.78, 1.81, 2.60], [3.51, 1.75, 1.18], [2.15, 0.49, 0.95], [4.72, 1.43, 0.49], [5.50, 0.29, 0.76], [6.72, 0.18, 0.09], [7.52, -0.94, 0.26], [7.12, -1.97, 1.10], [5.91, -1.85, 1.78], [5.10, -0.74, 1.61], [2.98, 2.18, 3.09], [4.58, 2.41, 2.77], [4.73, 1.71, -0.47], [7.05, 0.99, -0.55], [8.46, -1.01, -0.27], [7.74, -2.84, 1.24], [5.60, -2.64, 2.45], [4.18, -0.67, 2.16]], "mulliken_charge": [1.02, -0.13, -2.08, 0.45, 0.12, -0.13, -1.97, -0.65, 0.86, 0.03, -0.66, -0.64, -0.60, -0.53, 1.17, -0.64, -1.00, -0.74, -0.79, -0.22, 1.73, 0.62, -0.44, -0.86, -0.88, -0.28, 0.01, 1.04, 0.90, -0.62, -0.89, -0.78, -0.75, -0.53, 1.37, -0.93, -0.91, -1.02, -1.01, -0.11, 1.04, -0.58, -0.79, -1.00, -0.18, -0.47, 0.85, 0.72, -0.57, -0.87, -0.84, -0.77, -0.05, 1.19, -0.82, -0.86, -0.82, -0.85, -0.55, 0.79, 0.48, 0.98, 0.45, 0.44, 0.29, 0.48, 0.41, 0.45, 0.35, 0.52, 0.44, 0.46, 0.37, 0.51, 0.46, 0.45, 0.57, 0.43, 0.49, 0.42, 0.48, -0.02, 0.42, 0.48, 0.42, 0.41, 0.13, 0.41, 0.45, 0.43, 0.52, 0.36, 0.52, 0.41, 0.49, 0.27, 0.48, 0.45, 0.46, 0.54, 0.07, -0.24, -0.82, 0.49, 0.06, -0.07, -0.27, -0.56, -0.62, -0.75, -0.27, 0.30, 0.33, 0.42, 0.49, 0.41, 0.41, 0.46, 0.52], "charge": 1, "orbital_gap_ha": 0.1971}

# 4
{"formula": "C42H36MoNOP2S", "method": "wB97M-V/def2-TZVPD", "elements": ["Mo", "C", "P", "C", "C", "C", "C", "C", "C", "C", "C", "C", "C", "C", "C", "C", "C", "C", "C", "C", "P", "C", "C", "C", "C", "C", "C", "C", "C", "C", "C", "C", "C", "N", "H", "H", "H", "H", "H", "H", "H", "H", "H", "H", "H", "H", "H", "H", "H", "H", "H", "H", "H", "H", "H", "H", "H", "H", "H", "H", "O", "S", "C", "C", "C", "C", "C", "C", "C", "C", "C", "C", "C", "C", "H", "H", "H", "H", "H", "H", "H", "H", "H", "H"], "positions_angstrom": [[0.25, 0.11, -0.24], [1.87, 2.14, -2.26], [0.32, 2.34, -1.29], [0.71, 3.04, 0.32], [-0.12, 2.65, 1.38], [0.10, 3.13, 2.66], [1.16, 4.01, 2.88], [1.98, 4.41, 1.83], [1.77, 3.92, 0.55], [-0.81, 3.40, -2.16], [-1.03, 3.14, -3.52], [-1.85, 3.99, -4.25], [-2.44, 5.08, -3.62], [-2.23, 5.32, -2.27], [-1.42, 4.48, -1.53], [1.98, 0.70, -2.63], [2.55, 0.03, -3.65], [2.20, -1.38, -3.53], [1.43, -1.53, -2.44], [0.60, -2.62, -1.86], [-0.93, -1.72, -1.37], [-1.96, -2.69, -0.30], [-3.29, -2.96, -0.63], [-4.07, -3.72, 0.23], [-3.53, -4.20, 1.42], [-2.21, -3.92, 1.76], [-1.43, -3.16, 0.91], [-1.81, -1.23, -2.84], [-2.46, 0.00, -2.87], [-3.20, 0.37, -3.99], [-3.28, -0.49, -5.07], [-2.63, -1.72, -5.05], [-1.90, -2.10, -3.93], [1.28, -0.25, -1.84], [1.83, 2.78, -3.13], [2.70, 2.48, -1.63], [-0.99, 2.02, 1.21], [-0.55, 2.84, 3.48], [1.33, 4.41, 3.88], [2.79, 5.11, 2.01], [2.41, 4.24, -0.26], [-0.56, 2.29, -4.01], [-2.01, 3.81, -5.30], [-3.07, 5.75, -4.19], [-2.70, 6.18, -1.79], [-1.25, 4.68, -0.48], [3.15, 0.47, -4.44], [2.48, -2.17, -4.22], [0.38, -3.42, -2.56], [1.04, -3.07, -0.97], [-3.71, -2.59, -1.56], [-5.10, -3.94, -0.03], [-4.14, -4.79, 2.08], [-1.80, -4.31, 2.68], [-0.39, -2.97, 1.16], [-2.41, 0.67, -2.02], [-3.71, 1.33, -4.01], [-3.85, -0.20, -5.95], [-2.71, -2.39, -5.89], [-1.43, -3.08, -3.91], [0.62, -0.24, 1.58], [1.91, -0.14, 2.56], [1.15, -0.10, 4.13], [-0.07, -0.73, 4.38], [-0.56, -0.69, 5.68], [0.17, -0.05, 6.68], [1.38, 0.58, 6.40], [1.88, 0.57, 5.10], [2.66, -1.70, 2.37], [2.20, -2.85, 3.00], [2.87, -4.03, 2.76], [3.99, -4.05, 1.92], [4.43, -2.89, 1.30], [3.77, -1.70, 1.53], [-0.63, -1.22, 3.59], [-1.50, -1.16, 5.91], [-0.21, -0.03, 7.69], [1.93, 1.09, 7.18], [2.82, 1.07, 4.87], [1.36, -2.83, 3.69], [2.55, -4.94, 3.25], [4.52, -4.98, 1.76], [5.31, -2.91, 0.66], [4.13, -0.78, 1.07]], "lowdin_spin": [1.90, 0.01, 0.01, 0.00, 0.01, 0.00, 0.00, 0.00, 0.00, 0.00, 0.00, 0.00, 0.00, 0.00, 0.00, 0.01, -0.01, -0.01, 0.01, 0.01, 0.01, 0.00, 0.00, 0.00, 0.00, 0.00, 0.00, 0.01, 0.01, 0.00, 0.00, 0.00, 0.00, -0.02, 0.00, 0.00, 0.01, 0.00, 0.00, 0.00, 0.00, 0.00, 0.00, 0.00, 0.00, 0.00, 0.00, 0.00, 0.00, 0.00, 0.00, 0.00, 0.00, 0.00, 0.00, 0.01, 0.00, 0.00, 0.00, 0.00, 0.03, 0.01, 0.00, 0.00, 0.00, 0.00, 0.00, 0.00, 0.00, 0.00, 0.00, 0.00, 0.00, 0.00, 0.00, 0.00, 0.00, 0.00, 0.00, 0.00, 0.00, 0.00, 0.00, 0.00], "s2": 2.036, "multiplicity": 3, "charge": 3, "orbital_gap_ha": [0.2446, 0.2463]}